(1)
This record from the Open Molecules 2025 dataset describes 3 unconnected molecules or ions with the total composition C4H15NO2 in a non-equilibrium geometry. The level of theory is wB97M-V/def2-TZVPD.

```
22
Properties=species:S:1:pos:R:3:forces:R:3
H -0.37518 -2.04333 2.60826 -0.3250 -0.8675 0.9208
H 0.99201 0.32527 -2.37496 1.4318 0.8084 -0.2949
N 0.51193 -0.00648 0.16847 -1.3476 0.2010 -3.0221
H -0.66769 -2.22910 0.81781 0.0315 0.6539 1.5083
C 1.81186 0.88953 -1.82953 -2.8134 0.8722 0.5423
H 2.79582 0.95384 -2.22607 0.6679 -0.7272 -0.8757
H 1.34959 -1.10259 1.61882 1.9368 -1.7888 0.0317
O -2.20284 2.48152 -0.61175 0.3357 1.2507 0.0214
H 1.51050 2.00965 -1.81844 0.0395 -1.8628 0.4569
H -1.50526 3.15432 -0.46111 -0.6235 -0.7919 -0.1071
H -1.98076 -1.27381 -0.52989 -1.2622 1.1362 -0.6732
C -0.66347 -1.52570 1.73272 1.4289 0.2049 -2.2682
H -3.42921 -0.90347 -0.16149 1.6134 0.9395 -1.7144
H 2.44489 -0.83759 -0.52964 -1.2145 2.1140 -0.0248
H 2.60514 0.88331 0.13517 -1.8495 -1.2160 -0.1200
H -1.61429 -1.06603 1.78598 -1.0117 0.4751 0.3497
C 1.85352 0.21583 -0.45994 1.8195 -1.0014 0.9858
H 0.75481 0.20934 2.33033 -1.5076 -0.4645 -1.3481
H -0.18185 -0.61481 -0.46590 2.6293 1.9979 1.4955
O -2.68879 -0.61930 -0.81223 -0.5171 -2.1218 2.3465
C 0.48762 -0.54011 1.48003 0.2349 0.7085 1.7143
H -1.80833 1.63971 -0.39664 0.3027 -0.5202 0.0753
```
Positions in Å, forces in eV/Å.

Net charge: 0
Energy relative to the best compared isomer or geometry (same formula, charge and spin), kJ/mol: 246.73
Kohn-Sham gap, eV: 9.43
Lowest unoccupied orbital energy, eV: 0.66

natural (NBO) atomic charge list, values in e, 4 entries:
1 H 0.22
2 H 0.21
3 N -0.65
4 H 0.18

=====

(2)
This record from the Open Molecules 2025 dataset describes a gas-phase ion, C6H6N3S (charge +1) in a non-equilibrium geometry. The level of theory is wB97M-V/def2-TZVPD.

```
16
Properties=species:S:1:pos:R:3:forces:R:3
C 0.09016 -0.25687 1.56161 0.2185 0.9307 2.2142
S 2.79430 0.50389 1.53742 2.1550 0.9433 -1.7344
C -1.14050 -0.31444 -1.15618 0.7363 1.4146 -2.7503
H -2.54485 0.98415 -1.91449 -2.2108 0.7576 0.5840
N 0.19456 -0.73571 -1.30116 -0.3823 -0.7152 -1.3198
C -1.70464 -0.83026 0.01452 -2.5161 -0.4915 1.8705
H -1.81721 -1.03554 2.11221 0.3152 0.3748 -0.4454
C -1.20222 -0.67600 1.27159 -1.3304 -1.5102 0.6710
H -1.11447 0.93855 -2.93611 0.2153 -0.5565 0.7177
C 3.81959 1.07132 0.58041 -3.4281 -2.1738 4.8043
N 1.07245 -0.43024 -0.57220 1.8971 1.1207 0.9043
C -1.61012 0.57481 -2.02205 1.5092 -0.6351 -1.0322
H 0.58303 0.02589 2.57166 -1.8604 -0.5944 -1.2721
H -2.70276 -1.22618 -0.19367 0.1351 0.0744 0.8120
H 4.27126 1.45715 -0.21390 1.8682 1.3622 -3.2116
N 1.01143 -0.05052 0.66033 2.6782 -0.3016 -0.8125
```
Positions in Å, forces in eV/Å.

Net charge: +1
Energy relative to the best compared isomer or geometry (same formula, charge and spin), kJ/mol: 405.13
Kohn-Sham gap (alpha / beta), eV: 6.48 / 6.70
Lowest unoccupied orbital energy (alpha / beta), eV: -5.15 / -6.79
2S+1: 3

natural (NBO) atomic charge list, values in e, 4 entries:
1 C 0.01
2 S 0.75
3 C 0.00
4 H 0.22

=====

(3)
This record from the Open Molecules 2025 dataset describes a molecular structure, C41H53N4O5SSbSe4SiTi in a non-equilibrium geometry. The level of theory is wB97M-V/def2-TZVPD.

```
111
Properties=species:S:1:pos:R:3:forces:R:3
Si 2.09766 1.62647 -0.56951 -0.3870 -0.0866 0.5288
C -3.94551 -1.02813 -1.38119 0.3327 -0.6560 0.3407
H -0.44761 3.43362 -1.84807 -0.0108 0.0122 -0.0050
C 2.07418 -3.44039 -1.86019 -0.1119 0.0924 -0.0387
H 1.83728 1.09648 3.27229 0.0625 0.1114 -0.0730
H 2.13499 -4.52658 -1.90802 -0.0257 -0.0840 -0.0563
H 3.94817 -0.15810 -4.26335 -0.0252 0.0836 -0.0053
C 4.30750 0.39749 2.46278 0.0529 -0.1142 0.1378
H 0.24385 6.16376 -0.33233 -0.0108 -0.0330 0.0227
Se -1.30133 -3.88217 5.04610 0.0657 0.3276 -0.5170
H 1.81527 -2.09007 -0.15971 0.1552 0.1410 0.0896
H -4.83191 -4.84754 4.51694 -0.0150 0.0224 -0.0280
C 0.42910 5.17825 0.10594 -0.1214 0.0563 0.1054
H 2.86489 2.44835 3.76427 -0.0404 -0.0336 -0.0718
N -3.30628 -1.19716 -0.22031 -0.6490 -0.0450 -0.7868
Ti -1.23129 -1.06055 -0.57841 0.1489 0.2191 1.2065
N 0.03025 -2.60479 -1.09081 0.3183 0.0258 -1.3078
O 3.22152 1.95251 -1.73641 0.0355 0.0712 -0.1635
H -6.20534 -1.67892 0.24760 -0.0545 -0.0502 -0.0296
H 3.07014 -3.01453 -1.97021 -0.0274 0.0715 -0.0611
C -4.75084 -4.07449 3.76273 0.1047 -0.0355 -0.0009
C 0.43776 4.01608 -2.10453 0.0110 -0.0471 -0.0961
C 1.08109 -5.99226 2.46963 -0.0758 0.0610 0.0512
H -4.10229 4.96153 1.49840 -0.0149 -0.0019 0.0008
C -3.14539 2.80585 -0.94106 0.0491 -0.0569 -0.0750
C 2.07881 -3.98239 1.60518 0.0126 -0.0504 0.0129
H 0.97068 5.30303 1.04685 -0.0200 0.0079 -0.0445
C 4.06805 1.11676 -2.52718 -0.0105 -0.0660 0.1363
C 5.14881 2.03762 -3.07183 0.1387 0.0803 0.0184
H 4.96742 3.00631 2.31810 -0.0396 -0.0020 -0.0364
H -4.48858 -0.63767 -4.25607 0.0068 -0.0278 -0.0004
H 3.66402 -0.39850 2.84644 0.0702 0.0408 -0.1110
H -2.74650 -1.19852 -5.93009 0.0114 0.0065 -0.0028
C -3.24463 -1.29174 -2.58152 0.1395 -0.2571 0.0500
H 3.91349 -0.56948 -1.17869 0.0640 0.0093 -0.0704
C 1.97029 -4.93780 2.60930 -0.0541 0.0143 -0.0384
C -5.15238 -2.78032 4.04798 -0.0670 0.0521 -0.0734
C 1.24209 4.31390 -0.84465 -0.0776 -0.2211 -0.0508
C -1.29545 -1.89632 -4.53265 -0.1211 -0.0286 0.0326
Se -0.74740 -1.38227 1.52268 0.6314 -0.7378 1.9261
C -4.24645 -0.94642 0.86655 -0.0618 -0.1463 -0.3466
C 4.33264 2.70099 1.48143 0.0088 -0.0202 -0.0652
H 4.92159 0.76316 3.29298 -0.0361 -0.0255 -0.0612
Se 1.80264 -1.39080 4.58640 -0.3567 -0.1681 -0.2310
H -2.40637 1.12764 -2.03536 -0.0605 -0.0888 0.0111
C 0.27850 -6.07495 1.33615 0.0949 0.0104 0.0035
Se -1.98943 0.17115 4.72714 0.0541 -0.0681 -0.2365
H 0.12707 4.94779 -2.58827 0.0231 -0.0401 0.0059
H 2.44664 -0.08384 -3.31432 0.0592 0.0205 -0.0017
C -2.54147 -1.37555 -4.87942 0.0459 -0.0423 0.0545
H 5.70021 2.49939 -2.24894 -0.0114 -0.0168 -0.0281
Sb -0.57638 -1.73511 4.09252 0.1314 -0.1712 1.7060
H -0.29779 -5.12872 -0.50378 -0.0361 0.0042 -0.0408
H -3.75357 -5.34831 2.35577 -0.0133 0.0367 -0.0076
H 4.69434 2.82968 -3.67058 0.0100 -0.0086 -0.0045
C -3.82492 4.79838 0.45748 0.0519 -0.0733 0.0184
H -0.44445 -6.87725 1.24001 -0.0078 0.0325 0.0192
H 3.18599 4.35761 -1.78370 -0.0491 0.0456 0.0155
C -1.03495 -2.10598 -3.14970 -0.1867 -0.2105 0.1961
C 3.29255 0.49910 -3.68290 -0.1877 -0.0506 -0.0519
H 3.71505 3.54968 1.18342 0.0158 -0.0146 -0.0169
H -0.54064 -2.11408 -5.27453 -0.0212 0.0292 -0.0017
C -5.58814 -0.79278 0.10991 0.0769 0.1001 -0.1560
N -2.02314 -1.81674 -2.23900 0.0807 0.6986 -0.9683
C -2.43784 2.87825 1.31395 0.1046 -0.1548 0.1480
H 1.70806 2.66049 2.42285 0.0357 0.0557 0.0162
H 5.84860 1.47810 -3.69819 -0.0047 0.0282 0.0057
C -4.38443 -2.05697 1.88023 0.3900 0.0570 0.1302
C 4.69353 0.02172 -1.66780 -0.0800 -0.0377 0.1356
C -3.54189 -1.06187 -3.95389 0.1523 -0.1301 0.0400
H 2.52190 -4.80545 3.53060 0.0365 -0.0138 -0.0186
H 2.33440 5.92297 -1.78248 0.0154 -0.0061 0.0334
C 1.34688 -2.97809 -0.58013 -0.1870 -0.2234 -0.2047
H -5.55842 -2.53845 5.02274 0.0014 0.0028 -0.0306
H -0.52689 4.69551 0.32420 0.0590 0.0277 -0.0056
O 2.78526 0.95964 0.75402 0.0381 0.1574 -0.1189
C 0.36733 -5.10410 0.35033 0.1147 -0.0817 0.0361
H -2.37522 3.33638 2.29470 0.0016 -0.0388 -0.0389
C 3.45555 1.52000 1.90065 -0.1445 0.1136 -0.1749
O -5.24643 -0.70240 -1.29453 -0.3593 0.3419 -0.0087
O 1.50249 3.10632 -0.13441 0.2899 0.0999 0.0030
C -3.95291 -3.34909 1.61071 -0.1165 -0.0885 0.0417
C -3.14392 3.46804 0.28470 -0.0567 0.1143 -0.0407
H 4.96007 -0.00202 1.68167 0.0367 0.0297 0.0196
C 2.54519 5.02100 -1.20065 0.1558 -0.0670 0.0196
C 2.39610 1.96087 2.90107 -0.0363 -0.0392 0.1177
H 0.95937 -6.70270 3.27959 0.0034 0.0222 -0.0684
H 5.30807 -0.63905 -2.28521 -0.0031 0.0280 0.0231
C -1.80594 1.65338 1.11942 0.0150 0.1286 0.0437
H 2.74736 -3.13915 1.73727 -0.0729 0.0494 0.0438
H 2.90305 1.28358 -4.33807 0.0092 -0.0363 0.0204
H -3.96406 -0.02340 1.37424 -0.0126 0.1122 0.1992
O 1.24855 -2.98614 -2.96614 0.4653 0.0065 -0.2149
H 5.31670 0.45846 -0.88338 -0.0319 -0.0272 -0.0191
H -3.14986 5.60613 0.16479 0.0086 0.0130 -0.0173
H -6.15602 0.09140 0.39462 0.0240 0.0608 -0.0626
H -1.25804 1.18596 1.92591 -0.0874 -0.1107 0.0975
H -3.66058 3.21779 -1.80090 0.0300 0.0117 0.0065
C 0.10188 -2.55966 -2.43016 -0.6451 -0.3362 0.5175
C 1.27988 -4.05923 0.47265 -0.1450 0.1342 0.1053
H -5.24492 -0.75374 3.34686 0.0747 -0.0170 0.0244
H -3.44165 -3.55553 0.68184 0.0669 0.0036 -0.0943
H -4.71925 4.86993 -0.16161 -0.0124 -0.0032 -0.0070
H 1.03235 3.42940 -2.80989 -0.0300 0.0267 0.0290
C -4.96821 -1.77528 3.10761 -0.0878 -0.0011 0.0906
N -1.84061 1.00847 -0.04317 -0.4744 0.7742 -0.5416
C -2.46644 1.61124 -1.06700 -0.0708 0.2927 0.0916
S 0.66383 0.32927 -1.28852 0.5030 0.0115 -1.1399
C -4.13958 -4.35418 2.54799 -0.0336 -0.0055 0.0163
H 3.08088 5.30578 -0.29132 -0.0135 0.0091 -0.0370
H 4.97176 2.42505 0.63659 -0.0018 0.0013 0.0602
```
Positions in Å, forces in eV/Å.

Net charge: -2
Energy relative to the best compared isomer or geometry (same formula, charge and spin), kJ/mol: 166.37
Kohn-Sham gap (alpha / beta), eV: 4.77 / 5.29
Lowest unoccupied orbital energy (alpha / beta), eV: 3.75 / 3.73
2S+1: 3

Löwdin atomic charge list, values in e, 4 entries:
1 Si -0.10
2 C -0.34
3 H 0.07
4 C -0.05

=====

Per-record molecular weight, g/mol: 109.2; 152.2; 1227.5
Per-record electronic energy, Ha: -366.55718; -794.10372; -13572.87483